This record from the Open Molecules 2025 dataset describes a gas-phase ion, C5H7F2N2 (charge +1) at a distorted geometry. The level of theory is the ωB97M-V functional and the def2-TZVPD basis.

The geometry in XYZ format:
```
16
Properties=species:S:1:pos:R:3
C -1.36303 -1.48859 -0.78070
N -0.34362 -0.78322 -0.08727
N 0.84156 -1.04146 -0.34248
C 1.84437 -0.21449 0.06202
F 3.04550 -0.73173 0.00899
C 1.58508 1.09545 0.27802
C 0.12657 1.47055 0.27994
F -0.28022 1.59507 -1.03688
C -0.68864 0.29257 0.81537
H -2.07561 -1.93659 -0.08334
H -1.92215 -0.78734 -1.41442
H -0.91398 -2.25754 -1.41069
H 2.36100 1.84485 0.28259
H -0.07690 2.41107 0.79862
H -0.37961 0.04423 1.83823
H -1.76032 0.48719 0.79199
```

Net charge: +1
LUMO (alpha / beta): -6.569 / -6.569 eV
E_HOMO (alpha / beta): -15.204 / -15.204 eV
Frontier orbital gap (alpha / beta): 0.3173 / 0.3173 Ha
SMILES: C[N+]1=NC(F)=C[C@@H](F)C1
Energy: -503.6267 hartree
Energy above the lowest of the compared OMol25 structures with the same formula, charge and spin: 46.9 kcal per mole

***

This record from the Open Molecules 2025 dataset describes C3H4O3 in the gas phase at a distorted geometry. The level of theory is the ωB97M-V functional and the def2-TZVPD basis.

The geometry in XYZ format:
```
10
Properties=species:S:1:pos:R:3
O -2.28684 -1.28963 -0.44223
C -1.85873 -0.24025 -0.03682
C -0.34404 0.15906 0.04215
O -0.28798 1.19358 -0.59605
C 1.12151 -0.39676 0.40315
O 2.02694 0.54186 -0.11308
H -2.46144 0.71345 -0.06963
H 1.31940 -1.38156 -0.05278
H 1.27774 -0.48004 1.48908
H 1.49344 1.18028 -0.62378
```

Net charge: 0
LUMO: -0.437 eV
E_HOMO: -10.475 eV
Frontier orbital gap: 0.3689 Ha
SMILES: O=CC(=O)CO
Energy: -342.3705 hartree
Energy above the lowest of the compared OMol25 structures with the same formula, charge and spin: 53.6 kcal per mole

***

This record from the Open Molecules 2025 dataset describes a gas-phase ion, C4H11BN3 (charge +1) at a distorted geometry. The level of theory is the ωB97M-V functional and the def2-TZVPD basis.

The geometry in XYZ format:
```
19
Properties=species:S:1:pos:R:3
B 1.61836 0.69373 0.91666
C 0.73134 -1.25193 -0.42130
C 0.04098 0.60519 0.65305
C 0.91228 0.79258 -1.69444
C -2.12883 -0.52498 0.70420
N -0.07180 -1.72801 0.48674
N 0.94850 0.10266 -0.46680
N -0.70447 -0.61701 1.09765
H 1.96351 -0.15089 1.69764
H 2.04162 1.66726 0.50660
H 1.20641 -1.89418 -1.12651
H -0.73865 1.21544 0.24721
H 0.34792 0.30706 -2.56307
H 0.38871 1.80256 -1.64806
H 1.90743 1.09332 -2.10309
H -2.17575 -0.13630 -0.29161
H -2.65832 -1.45763 0.78020
H -2.84476 0.08873 1.14456
H -0.78447 -0.60760 2.08039
```

Net charge: +1
LUMO: -3.850 eV
E_HOMO: -15.317 eV
Frontier orbital gap: 0.4214 Ha
Energy: -347.7580 hartree
Energy above the lowest of the compared OMol25 structures with the same formula, charge and spin: 17.5 kcal per mole

***

What did the third record say?
This record from the Open Molecules 2025 dataset describes a gas-phase ion, C4H11BN3 (charge +1) at a distorted geometry. The level of theory is the ωB97M-V functional and the def2-TZVPD basis.

The geometry in XYZ format:
```
19
Properties=species:S:1:pos:R:3
B 1.61836 0.69373 0.91666
C 0.73134 -1.25193 -0.42130
C 0.04098 0.60519 0.65305
C 0.91228 0.79258 -1.69444
C -2.12883 -0.52498 0.70420
N -0.07180 -1.72801 0.48674
N 0.94850 0.10266 -0.46680
N -0.70447 -0.61701 1.09765
H 1.96351 -0.15089 1.69764
H 2.04162 1.66726 0.50660
H 1.20641 -1.89418 -1.12651
H -0.73865 1.21544 0.24721
H 0.34792 0.30706 -2.56307
H 0.38871 1.80256 -1.64806
H 1.90743 1.09332 -2.10309
H -2.17575 -0.13630 -0.29161
H -2.65832 -1.45763 0.78020
H -2.84476 0.08873 1.14456
H -0.78447 -0.60760 2.08039
```

Net charge: +1
LUMO: -3.850 eV
E_HOMO: -15.317 eV
Frontier orbital gap: 0.4214 Ha
Energy: -347.7580 hartree
Energy above the lowest of the compared OMol25 structures with the same formula, charge and spin: 17.5 kcal per mole

***

Look up the energy of the third one. -347.7580 hartree

***

The lowest energy belongs to which entry? C5H7F2N2

***

Which formula does entry 2 have? C3H4O3